Formula: N3O3S
Source: the Open Molecules 2025 dataset
Level of theory: the ωB97M-V functional and the def2-TZVPD basis

Kohn-Sham gap (spin up / spin down) in eV: 7.69 / 7.69
ΔE to the lowest compared entry with this formula, charge and spin in kcal per mole: 32.3
HOMO level (spin up / spin down) in eV: -4.07 / -4.07

Structure (ORCA input):
```
! wB97M-V def2-TZVPD RIJCOSX def2/J DEFGRID3
* xyz -1 1
N 0.551 -0.201 0.074
N -0.199 2.168 -0.064
N 0.471 -1.486 0.200
O -0.598 -2.086 0.010
O -0.891 3.134 -0.346
O 1.513 -2.073 0.507
S -0.846 0.545 -0.382
*
```

Here are the Mulliken charges for atoms 1 to 2, given in e: -0.48 0.15